16
Properties=species:S:1:pos:R:3:forces:R:3:nbo_charge:R:1 method="wB97M-V/def2-TZVPD" energy_ev=-19126.83091 relative_energy_kj_mol=346.42
H -1.048 0.379 -1.892 -0.4 -0.2 0.0 0.210
S 1.214 2.028 1.210 1.7 -0.1 2.4 0.301
C 0.167 2.556 0.028 -0.2 0.4 0.8 -0.055
C 0.874 0.542 2.205 0.8 -0.9 0.2 -0.527
H -1.686 -1.308 0.013 2.2 -0.1 -1.0 0.176
C 0.719 -0.601 1.438 0.4 0.1 4.3 0.069
N 0.257 -0.356 0.225 0.6 -5.9 -1.1 -0.597
N -0.079 3.383 -0.730 -0.9 0.3 -1.2 -0.273
C -0.710 -0.661 -1.924 1.1 0.7 1.9 -0.613
C -0.608 -1.264 -0.496 -1.7 0.1 -0.6 -0.202
H 1.151 0.578 3.315 -0.3 0.2 -2.1 0.259
H 0.319 -0.572 -2.282 -0.2 -0.5 -0.4 0.216
H -1.348 -1.273 -2.483 -0.7 -0.6 -1.3 0.215
H 0.944 -1.677 1.932 -1.0 2.6 -1.7 0.237
H 0.024 0.535 0.053 -1.0 3.3 -0.7 0.380
H -0.191 -2.288 -0.613 -0.2 0.6 0.5 0.204